No. 1
A molecular structure, C24H20N5O3RhS. Source: OMol25; level of theory: ωB97M-V/def2-TZVPD.

Its total energy is -52649.1728 eV. The spin multiplicity is 5. The orbital gap (spin up / spin down) is 8.190 / 6.254 eV. The LUMO energy (spin up / spin down) comes out at 0.398 / -2.129 eV. The largest force on an atom comes out at 0.485 eV/Å.

```
54
C24H20N5O3RhS ωB97M-V/def2-TZVPD
Rh 0.4729 -0.1052 0.3324
O -3.0357 2.2319 0.0155
C -2.0794 1.5224 0.3285
N -1.2347 0.8862 -0.4896
C -1.5417 0.9021 -1.8911
C -0.5154 0.1019 -2.6598
C -0.5279 0.0546 -4.0476
C 0.3777 -0.7585 -4.7039
C 1.2735 -1.5129 -3.9595
C 1.2430 -1.4017 -2.5844
N 0.3750 -0.5996 -1.9515
C -1.8065 1.2588 1.8017
C -2.4330 1.9939 2.7894
C -2.1618 1.6879 4.1141
C -1.2944 0.6464 4.4079
C -0.7124 -0.0446 3.3582
N -0.9625 0.2628 2.0856
H -1.6162 1.9174 -2.2954
H -2.5238 0.4520 -2.0730
H -1.2542 0.6465 -4.5925
H 0.3838 -0.8085 -5.7862
H 1.9855 -2.1790 -4.4293
H 1.9084 -1.9834 -1.9601
H -3.1198 2.7755 2.4929
H -2.6246 2.2561 4.9123
H -1.0668 0.3711 5.4292
H -0.0310 -0.8729 3.5212
O 1.4198 -3.8192 -0.3473
C 1.4321 -2.9757 0.5352
O 0.4630 -2.1746 0.8462
C 2.6549 -2.8496 1.4144
C 3.1839 -3.9973 1.9894
C 4.3017 -3.9321 2.8102
C 4.9339 -2.7111 3.0358
C 4.4448 -1.5663 2.4382
C 3.2899 -1.6152 1.6395
S 2.7867 -0.1088 0.9197
H 2.7091 -4.9467 1.7717
H 4.6917 -4.8356 3.2625
H 5.8154 -2.6576 3.6627
H 4.9492 -0.6158 2.5754
N 0.5868 3.2839 -1.0629
C 0.7411 3.4450 0.2905
C 0.5674 4.7036 0.8916
C 0.8018 4.8337 2.2383
C 1.2077 3.7219 2.9778
C 1.3232 2.5258 2.3129
N 1.0765 2.3658 1.0032
H 0.0216 3.9581 -1.5469
H 0.4808 2.3312 -1.3701
H 0.2596 5.5486 0.2852
H 0.6730 5.7974 2.7178
H 1.4155 3.7856 4.0384
H 1.6145 1.6265 2.8446
```


No. 2
A molecular structure, C3H5ClFN at a distorted geometry. Source: OMol25; level of theory: ωB97M-V/def2-TZVPD.

Its total energy is -19918.3011 eV. The orbital gap is 10.121 eV. The LUMO energy comes out at 0.738 eV. The calculation puts the relative energy (zero: lowest compared OMol25 entry of this formula, charge and spin) at 272.9 kJ/mol. The largest force on an atom comes out at 5.045 eV/Å.

```
11
C3H5ClFN ωB97M-V/def2-TZVPD
C 0.1320 0.0656 -0.7155
C 1.6900 0.9019 0.1239
C -0.7677 -0.9752 -0.9474
N 2.3512 0.2316 0.9049
F -1.7298 -0.7858 -1.8553
Cl -3.2206 -0.9477 1.4798
H -0.1146 0.9165 -1.3471
H -2.4208 0.0030 1.7746
H 1.6940 1.8996 -0.2804
H -0.7883 -1.9464 -0.4834
H 3.1746 0.6368 1.3459
```